# 1
ORCA calculation (ωB97M-V with the def2-TZVPD basis set) on a molecular structure, C35H33ClN4Si2Zn in a non-equilibrium geometry.

Lowest unoccupied orbital energy in eV: -1.030
E in a.u.: -4390.966851
Relative energy (zero: lowest compared OMol25 entry of this formula, charge and spin) in eV: 2.948
HOMO in eV: -4.089

```
! wB97M-V def2-TZVPD RIJCOSX def2/J DEFGRID3
* xyz 0 1
C -2.47 -1.45 5.08
C -3.03 -0.88 3.91
C -2.41 -1.49 2.77
H -3.89 -0.21 3.88
C -1.47 -2.47 3.27
C -1.53 -2.43 4.70
H -0.97 -3.09 5.36
H -2.77 -1.24 6.10
H -2.77 -1.44 1.74
H -0.97 -3.22 2.66
Zn -0.60 -0.44 3.25
Si -1.24 -0.69 -3.06
C -0.58 0.92 -3.79
C 0.74 0.97 -4.25
H 1.36 0.07 -4.20
C 1.27 2.10 -4.86
H 2.31 2.11 -5.17
C 0.46 3.22 -5.08
H 0.88 4.12 -5.51
C -0.90 3.14 -4.77
H -1.56 3.96 -5.04
C -1.42 1.99 -4.15
H -2.50 1.92 -4.00
C -0.37 -1.91 -4.18
C -0.75 -2.07 -5.53
H -1.60 -1.49 -5.91
C -0.01 -2.89 -6.38
H -0.29 -2.96 -7.42
C 1.09 -3.60 -5.89
H 1.63 -4.29 -6.55
C 1.48 -3.44 -4.57
H 2.32 -4.01 -4.17
C 0.80 -2.54 -3.75
H 1.22 -2.29 -2.79
H -2.75 -0.80 -3.38
Si 2.07 0.55 -0.55
C 0.95 -0.96 -0.83
C -0.55 -1.04 -1.15
H -1.09 -0.17 -0.78
C -1.24 -2.25 -0.71
H -2.33 -2.19 -0.69
C -0.55 -3.31 -0.19
H -1.11 -4.11 0.30
C 0.85 -3.32 -0.18
H 1.37 -4.25 0.10
C 1.59 -2.17 -0.52
H 2.70 -2.26 -0.57
C 0.76 1.92 -0.60
C -0.35 1.70 0.23
H -0.40 0.75 0.77
C -1.42 2.59 0.35
H -2.32 2.30 0.89
C -1.32 3.82 -0.29
H -2.07 4.59 -0.10
C -0.25 4.06 -1.14
H -0.18 5.02 -1.67
C 0.75 3.10 -1.35
H 1.54 3.27 -2.09
H 3.30 0.52 -1.25
Cl 2.56 0.43 1.47
N 0.70 2.83 5.37
C -0.20 3.64 4.70
C -0.91 2.82 3.87
N -0.41 1.52 3.97
C 0.54 1.57 4.92
C 1.35 0.42 5.25
N 1.20 -0.76 4.63
C 2.18 -1.59 5.15
C 2.97 -0.88 6.03
N 2.42 0.40 6.09
H 1.35 3.12 6.10
H -0.23 4.71 4.83
H -1.73 3.05 3.21
H 2.24 -2.62 4.87
H 3.86 -1.15 6.56
H 2.74 1.17 6.68
*
```

Here are the Mulliken charges for atoms 1 to 8, given in e: -0.631, -0.247, -0.928, 0.459, -0.656, -0.380, 0.468, 0.458


# 2
ORCA calculation (ωB97M-V with the def2-TZVPD basis set) on a molecular structure, C16H19KNO2P in a non-equilibrium geometry.

Lowest unoccupied orbital energy in eV: -0.075
E in a.u.: -1767.633035
HOMO in eV: -8.131

```
! wB97M-V def2-TZVPD RIJCOSX def2/J DEFGRID3
* xyz 0 1
K 10.81 8.98 8.36
N 10.10 6.25 7.90
C 11.28 5.45 8.15
C 12.39 5.85 7.13
C 12.75 7.29 7.41
O 12.61 8.11 6.50
O 13.08 7.54 8.59
H 9.30 6.00 8.42
H 9.87 6.25 6.90
H 11.10 4.38 8.10
H 11.62 5.67 9.17
H 11.99 5.82 6.07
H 13.25 5.19 7.35
C 7.43 13.01 6.67
P 8.17 11.56 5.80
C 7.28 10.13 6.60
C 6.42 9.46 5.76
C 5.84 8.29 6.22
C 6.08 7.83 7.50
C 6.96 8.50 8.35
C 7.70 9.61 7.84
C 9.83 11.67 6.53
C 10.85 11.13 5.77
C 12.18 11.05 6.24
C 12.43 11.55 7.47
C 11.43 12.17 8.24
C 10.11 12.22 7.75
H 6.62 13.22 6.10
H 8.06 13.93 6.56
H 7.12 12.84 7.78
H 6.28 9.67 4.70
H 5.27 7.64 5.52
H 5.67 6.92 7.87
H 7.17 8.26 9.39
H 8.42 10.17 8.39
H 10.70 10.68 4.76
H 13.00 10.70 5.63
H 13.44 11.57 7.81
H 11.69 12.70 9.11
H 9.32 12.69 8.32
*
```

Here are the natural (NBO) charges for atoms 1 to 8, given in e: 0.942, -0.887, -0.212, -0.521, 0.738, -0.786, -0.808, 0.362


# 3
ORCA calculation (ωB97M-V with the def2-TZVPD basis set) on 2 unconnected molecules or ions with the total composition C3H10N2 in a non-equilibrium geometry.

Lowest unoccupied orbital energy in eV: 0.928
SMILES: [H]/N=C/N.CC
E in a.u.: -229.762189
Relative energy (zero: lowest compared OMol25 entry of this formula, charge and spin) in eV: 1.281
HOMO in eV: -9.819

```
! wB97M-V def2-TZVPD RIJCOSX def2/J DEFGRID3
* xyz 0 1
H 4.00 0.29 -3.43
N 3.34 0.59 -2.67
C 2.19 0.88 -3.15
N 1.13 0.80 -2.33
H 2.06 0.85 -4.22
H 1.33 0.33 -1.51
H 0.72 1.72 -2.21
C -1.77 -1.41 2.22
C -1.93 0.07 2.54
H -1.70 -1.73 1.22
H -0.94 -1.85 2.75
H -2.71 -1.78 2.69
H -0.87 0.48 2.63
H -2.20 0.20 3.58
H -2.66 0.58 1.89
*
```

Here are the natural (NBO) charges for atoms 1 to 8, given in e: 0.333, -0.678, 0.255, -0.819, 0.148, 0.385, 0.376, -0.608


# 4
ORCA calculation (ωB97M-V with the def2-TZVPD basis set) on a molecular structure, C41H51BBr2CaN2O3SSb in a non-equilibrium geometry.

Lowest unoccupied orbital energy in eV: 2.319
E in a.u.: -8417.224981
Relative energy (zero: lowest compared OMol25 entry of this formula, charge and spin) in eV: 1.310
HOMO in eV: -4.340

```
! wB97M-V def2-TZVPD RIJCOSX def2/J DEFGRID3
* xyz -1 1
Ca -0.15 0.78 0.13
C -3.36 2.13 0.28
C -2.81 2.74 1.48
C -3.59 3.37 2.43
C -3.05 4.08 3.47
C -1.65 4.05 3.66
C -1.01 4.84 4.74
C 0.39 4.68 4.81
C 1.12 3.86 3.91
C 0.48 3.04 3.03
S 1.34 1.83 2.23
C -0.95 3.22 2.78
N -1.50 2.70 1.67
H -4.39 1.81 0.51
H -2.80 1.22 0.01
H -3.49 2.69 -0.66
H -4.69 3.21 2.38
H -3.72 4.53 4.15
H -1.54 5.43 5.43
H 1.04 5.24 5.51
H 2.24 3.91 3.93
Br -3.22 -1.20 -3.95
C -2.54 0.62 -3.79
C -2.74 1.51 -4.83
C -2.32 2.80 -4.77
Br -2.61 3.89 -6.24
C -1.69 3.22 -3.54
C -1.38 4.55 -3.29
C -0.82 4.95 -2.13
C -0.56 3.92 -1.09
N -0.94 2.66 -1.25
C -1.52 2.35 -2.43
C -1.88 0.89 -2.57
O -1.54 0.07 -1.65
H -3.33 1.20 -5.73
H -1.67 5.28 -3.99
H -0.61 5.97 -1.93
H -0.09 4.25 -0.17
C 7.17 -2.39 -5.32
C 6.16 -1.25 -5.29
C 7.01 0.09 -5.54
C 5.25 -1.30 -6.58
C 5.35 -1.19 -4.01
C 5.30 -2.32 -3.15
C 4.42 -2.46 -2.09
C 3.64 -1.42 -1.83
O 2.71 -1.27 -0.91
B 2.02 0.02 -1.05
O 2.57 0.54 -2.29
C 3.57 -0.32 -2.70
C 4.37 -0.18 -3.84
H 7.77 -2.29 -6.24
H 6.76 -3.37 -5.40
H 7.95 -2.31 -4.57
H 7.36 0.13 -6.57
H 7.92 0.07 -4.97
H 6.46 0.95 -5.22
H 5.84 -1.38 -7.50
H 4.71 -0.43 -6.61
H 4.51 -2.16 -6.49
H 5.97 -3.13 -3.41
H 4.26 -3.44 -1.56
H 4.16 0.63 -4.61
C -3.54 -3.99 1.67
C -2.90 -2.77 1.01
C -3.90 -1.83 0.42
C -2.12 -3.27 -0.17
Sb -1.53 -1.42 2.13
C -2.54 -0.67 3.91
C -2.69 -1.85 4.87
C -1.68 0.46 4.48
C -3.90 -0.10 3.71
C 0.11 -2.70 2.84
C -0.20 -4.22 3.06
C 1.13 -2.67 1.70
C 0.78 -2.05 4.01
H -4.33 -4.25 0.98
H -4.15 -3.80 2.64
H -2.79 -4.73 1.82
H -4.70 -2.37 0.01
H -3.44 -1.20 -0.39
H -4.34 -1.03 1.11
H -2.83 -3.65 -0.85
H -1.29 -4.03 0.05
H -1.68 -2.45 -0.74
H -1.73 -2.42 5.11
H -3.39 -2.58 4.50
H -3.15 -1.61 5.83
H -0.68 0.29 4.41
H -2.03 0.70 5.48
H -1.83 1.44 3.92
H -4.69 -0.87 3.65
H -3.86 0.57 2.84
H -4.17 0.46 4.60
H -0.59 -4.66 2.13
H -1.03 -4.39 3.78
H 0.69 -4.73 3.43
H 0.78 -3.14 0.78
H 1.99 -3.26 2.06
H 1.66 -1.71 1.48
H 0.28 -2.33 4.93
H 0.78 -0.97 3.88
H 1.84 -2.32 4.14
*
```

Here are the Mulliken charges for atoms 1 to 8, given in e: 0.915, -0.722, 0.124, -0.307, -1.113, 2.228, -1.332, -0.369


# 5
ORCA calculation (ωB97M-V with the def2-TZVPD basis set) on a molecular structure, C5H11NO2 in a non-equilibrium geometry.

Lowest unoccupied orbital energy in eV: 0.728
E in a.u.: -402.219918
Relative energy (zero: lowest compared OMol25 entry of this formula, charge and spin) in eV: 4.305
HOMO in eV: -7.979

```
! wB97M-V def2-TZVPD RIJCOSX def2/J DEFGRID3
* xyz 0 1
C -1.21 -0.24 0.00
C 1.54 -1.07 1.31
C 0.33 1.70 -0.87
C 1.01 -0.69 -0.06
C 0.07 0.33 -0.33
N -2.20 0.54 0.63
O -1.83 -1.03 -1.00
O 2.04 -0.90 -0.96
H -2.51 -1.55 -0.55
H 1.71 -0.68 -1.84
H -0.47 -1.26 0.52
H -1.84 1.27 1.22
H -2.93 0.88 0.02
H 0.79 -0.94 2.08
H 1.86 -2.12 1.32
H 2.42 -0.46 1.54
H 0.17 2.48 -0.11
H -0.31 1.95 -1.72
H 1.37 1.79 -1.21
*
```

Here are the natural (NBO) charges for atoms 1 to 8, given in e: 0.287, -0.650, -0.655, 0.333, -0.191, -0.868, -0.722, -0.692


# 6
ORCA calculation (ωB97M-V with the def2-TZVPD basis set) on a gas-phase ion, C8H5N2O4S (charge -1) in a non-equilibrium geometry.

Lowest unoccupied orbital energy in eV: 2.986
SMILES: O=c1[nH]c2cccc(=S(=O)=O)c-2c([O-])[nH]1
E in a.u.: -1116.609848
Relative energy (zero: lowest compared OMol25 entry of this formula, charge and spin) in eV: 0.000
HOMO in eV: -4.096

```
! wB97M-V def2-TZVPD RIJCOSX def2/J DEFGRID3
* xyz -1 1
O -3.15 2.66 0.21
C -2.15 1.97 0.17
N -2.16 0.58 0.26
C -1.02 -0.24 0.03
C -1.24 -1.60 0.08
C -0.13 -2.46 -0.08
C 1.14 -1.93 -0.27
C 1.35 -0.56 -0.36
S 3.20 0.08 0.14
O 3.01 -0.22 1.61
O 4.03 -1.03 -0.49
C 0.22 0.33 -0.24
C 0.37 1.80 -0.31
O 1.39 2.45 -0.49
N -0.86 2.49 -0.07
H -3.05 0.13 0.20
H -2.18 -1.90 0.27
H -0.08 -3.60 -0.11
H 2.10 -2.41 -0.23
H -0.81 3.46 -0.32
*
```

Here are the natural (NBO) charges for atoms 1 to 8, given in e: -0.647, 0.797, -0.611, 0.199, -0.293, -0.160, -0.299, -0.095


# 7
ORCA calculation (ωB97M-V with the def2-TZVPD basis set) on 6 unconnected molecules or ions with the total composition H12O5S2 in a non-equilibrium geometry.

Lowest unoccupied orbital energy in eV: -0.004
SMILES: SS.O.O.O.O.O
E in a.u.: -1179.717200
Relative energy (zero: lowest compared OMol25 entry of this formula, charge and spin) in eV: 1.636
HOMO in eV: -8.643

```
! wB97M-V def2-TZVPD RIJCOSX def2/J DEFGRID3
* xyz 0 1
S 3.33 -2.12 -0.11
S 1.40 -1.65 -0.83
H 3.87 -2.06 -1.41
H 0.88 -2.13 0.24
O 0.79 1.60 -3.00
H 1.01 0.72 -2.72
H -0.03 1.85 -2.56
O -4.26 3.98 3.89
H -4.50 3.40 3.09
H -3.40 4.31 3.68
O -0.07 1.26 0.83
H -1.01 1.20 0.62
H -0.13 1.25 1.83
O -2.50 0.45 -2.02
H -3.04 0.92 -2.70
H -2.20 -0.35 -2.42
O -1.93 -0.66 1.87
H -2.48 -0.92 2.69
H -1.03 -0.89 2.10
*
```

Here are the natural (NBO) charges for atoms 1 to 8, given in e: -0.148, -0.120, 0.152, 0.116, -0.948, 0.470, 0.478, -0.938


# 8
ORCA calculation (ωB97M-V with the def2-TZVPD basis set) on a molecular structure, C45H68BCrN7Te in a non-equilibrium geometry.

<S²>: 1.11
Lowest unoccupied orbital energy (alpha / beta) in eV: 2.285 / 2.285
E in a.u.: -3476.271422
HOMO (alpha / beta) in eV: -3.303 / -3.335

```
! wB97M-V def2-TZVPD RIJCOSX def2/J DEFGRID3
* xyz -1 2
Cr -0.33 0.52 -0.02
C -3.16 -0.06 4.25
C -2.93 -0.37 2.82
C -3.58 -1.28 2.01
C -2.98 -1.19 0.75
N -2.01 -0.29 0.80
N -1.99 0.22 2.07
B -1.27 1.56 2.43
N -1.58 2.61 1.31
N -1.61 2.29 -0.03
C -2.09 3.35 -0.66
C -2.38 4.36 0.27
C -2.03 3.86 1.50
C -2.06 4.56 2.82
C -2.25 3.50 -2.16
C -2.34 2.14 -2.86
C -1.05 4.26 -2.74
C -3.53 4.30 -2.45
N 0.23 1.38 2.69
N 1.03 0.68 1.81
C 2.25 0.67 2.36
C 2.20 1.33 3.60
C 0.91 1.75 3.78
C 0.33 2.47 4.96
C 3.52 0.02 1.82
C 4.71 0.96 2.13
C 3.76 -1.30 2.57
C 3.46 -0.24 0.31
C -3.45 -1.89 -0.52
C -2.34 -2.66 -1.25
C -3.99 -0.80 -1.46
C -4.57 -2.86 -0.17
H -3.89 -0.77 4.66
H -3.56 0.95 4.38
H -2.24 -0.14 4.83
H -4.39 -1.93 2.31
H -1.76 1.97 3.45
H -2.78 5.35 0.07
H -2.48 5.56 2.68
H -1.05 4.67 3.22
H -2.66 4.04 3.56
H -1.55 1.48 -2.50
H -2.22 2.27 -3.94
H -3.31 1.68 -2.68
H -0.12 3.70 -2.59
H -0.94 5.24 -2.26
H -1.19 4.41 -3.81
H -4.38 3.89 -1.88
H -3.77 4.24 -3.51
H -3.42 5.35 -2.19
H 3.02 1.48 4.29
H 1.12 2.62 5.70
H -0.47 1.89 5.43
H -0.08 3.44 4.69
H 5.01 0.89 3.18
H 4.49 2.00 1.90
H 5.57 0.65 1.52
H 3.88 -1.11 3.64
H 4.68 -1.77 2.20
H 2.93 -1.98 2.43
H 3.40 0.68 -0.27
H 2.59 -0.84 0.07
H 4.36 -0.79 0.00
H -1.46 -2.05 -1.41
H -2.72 -2.99 -2.23
H -2.02 -3.54 -0.69
H -3.18 -0.12 -1.73
H -4.77 -0.22 -0.97
H -4.39 -1.25 -2.37
H -4.23 -3.63 0.53
H -4.91 -3.36 -1.08
H -5.43 -2.35 0.27
C 0.97 -8.74 -0.51
C 0.81 -7.29 -0.11
C 1.78 -6.34 -0.42
C 1.66 -5.00 -0.04
C 2.78 -4.05 -0.38
C 0.52 -4.57 0.65
Te 0.25 -2.53 1.24
C -0.46 -5.53 0.99
C -1.69 -5.16 1.79
C -0.30 -6.86 0.61
H 1.77 -8.85 -1.24
H 0.05 -9.13 -0.96
H 1.21 -9.37 0.35
H 2.67 -6.65 -0.96
H 3.68 -4.60 -0.68
H 3.02 -3.42 0.48
H 2.50 -3.38 -1.20
H -1.41 -4.83 2.80
H -2.37 -6.02 1.88
H -2.23 -4.33 1.34
H -1.07 -7.58 0.88
C -0.61 -0.30 -3.63
C 0.92 -0.27 -3.79
C 1.55 -1.45 -3.03
C 1.55 1.08 -3.46
C 2.19 1.70 -4.52
C 2.87 2.90 -4.40
C 2.92 3.47 -3.14
C 2.32 2.91 -2.01
C 2.64 3.66 -0.71
C 3.78 2.97 0.05
C 1.52 3.92 0.29
C 1.56 1.69 -2.15
N 0.87 1.14 -1.11
H -1.01 -1.25 -4.00
H -1.08 0.52 -4.18
H -0.87 -0.21 -2.58
H 1.13 -0.43 -4.85
H 1.33 -1.39 -1.97
H 2.64 -1.44 -3.14
H 1.16 -2.40 -3.41
H 2.16 1.22 -5.49
H 3.35 3.37 -5.25
H 3.48 4.39 -3.00
H 3.01 4.63 -1.03
H 3.40 2.06 0.52
H 4.17 3.62 0.84
H 4.60 2.70 -0.62
H 1.17 2.98 0.71
H 0.67 4.43 -0.17
H 1.89 4.55 1.11
*
```

Here are the Mulliken charges for atoms 1 to 8, given in e: 1.547, -1.554, 0.229, -0.699, -0.708, 0.280, 0.552, -1.368


What did the sixth record say?
ORCA calculation (ωB97M-V with the def2-TZVPD basis set) on a gas-phase ion, C8H5N2O4S (charge -1) in a non-equilibrium geometry.

Lowest unoccupied orbital energy in eV: 2.986
SMILES: O=c1[nH]c2cccc(=S(=O)=O)c-2c([O-])[nH]1
E in a.u.: -1116.609848
Relative energy (zero: lowest compared OMol25 entry of this formula, charge and spin) in eV: 0.000
HOMO in eV: -4.096

```
! wB97M-V def2-TZVPD RIJCOSX def2/J DEFGRID3
* xyz -1 1
O -3.15 2.66 0.21
C -2.15 1.97 0.17
N -2.16 0.58 0.26
C -1.02 -0.24 0.03
C -1.24 -1.60 0.08
C -0.13 -2.46 -0.08
C 1.14 -1.93 -0.27
C 1.35 -0.56 -0.36
S 3.20 0.08 0.14
O 3.01 -0.22 1.61
O 4.03 -1.03 -0.49
C 0.22 0.33 -0.24
C 0.37 1.80 -0.31
O 1.39 2.45 -0.49
N -0.86 2.49 -0.07
H -3.05 0.13 0.20
H -2.18 -1.90 0.27
H -0.08 -3.60 -0.11
H 2.10 -2.41 -0.23
H -0.81 3.46 -0.32
*
```

Here are the natural (NBO) charges for atoms 1 to 8, given in e: -0.647, 0.797, -0.611, 0.199, -0.293, -0.160, -0.299, -0.095


Look up the E of the seventh one.
-1179.717200 a.u.